Computed, not measured: C31H30FGeN2O4Sn as an isolated structure, with ωB97M-V with the def2-TZVPD basis set.

CARTESIAN COORDINATES (ANGSTROEM)
Sn  0.29  -1.49  -3.29
C  -2.68  1.29  -5.87
C  -2.15  0.22  -4.95
N  -1.54  -0.83  -5.35
O  -1.33  -0.98  -6.71
C  -2.32  0.40  -3.51
C  -3.47  1.18  -2.94
N  -1.49  -0.17  -2.68
O  -1.68  -0.04  -1.43
H  -2.02  1.47  -6.72
H  -2.76  2.23  -5.33
H  -3.68  1.04  -6.25
H  -1.83  -0.31  -7.18
H  -4.19  1.47  -3.71
H  -3.12  2.08  -2.42
H  -3.97  0.57  -2.19
F  -3.43  -6.59  -2.61
C  -2.65  -5.48  -2.73
C  -1.60  -5.50  -3.62
C  -0.82  -4.36  -3.73
C  -1.06  -3.21  -2.99
C  -2.14  -3.24  -2.10
C  -2.95  -4.37  -1.97
H  -1.40  -6.40  -4.20
H  0.01  -4.38  -4.44
H  -2.37  -2.37  -1.50
H  -3.78  -4.40  -1.28
O  1.45  0.29  -1.37
C  1.68  -0.82  -0.88
O  1.13  -1.90  -1.29
C  2.72  -0.97  0.23
C  3.12  0.38  0.83
Ge  1.86  1.02  2.19
C  0.40  -0.26  2.37
C  -0.61  -0.35  1.40
C  -1.61  -1.31  1.51
C  -1.63  -2.18  2.59
C  -0.63  -2.11  3.55
C  0.37  -1.16  3.44
C  2.68  1.17  3.96
C  1.88  1.47  5.07
C  2.42  1.61  6.34
C  3.79  1.45  6.53
C  4.60  1.15  5.44
C  4.05  1.02  4.17
C  1.21  2.78  1.66
C  0.73  2.93  0.35
C  0.24  4.16  -0.08
C  0.24  5.25  0.78
C  0.71  5.12  2.07
C  1.19  3.89  2.51
H  3.57  -1.47  -0.23
H  2.31  -1.67  0.96
H  3.07  1.11  0.02
H  4.14  0.39  1.21
H  -0.60  0.28  0.53
H  -2.36  -1.36  0.73
H  -2.41  -2.93  2.67
H  -0.63  -2.80  4.39
H  1.15  -1.12  4.20
H  0.81  1.58  4.94
H  1.78  1.83  7.18
H  4.22  1.55  7.51
H  5.67  1.02  5.58
H  4.70  0.79  3.34
H  0.74  2.09  -0.33
H  -0.13  4.26  -1.09
H  -0.14  6.21  0.44
H  0.71  5.97  2.75
H  1.57  3.79  3.52

Summary:
Charge = -1
Largest force on an atom = 0.18 eV/Å
HOMO level = -4.479 eV
Energy above the lowest of the compared OMol25 structures with the same formula, charge and spin = 3.6 kcal/mol
E = -108868.6847 eV
Gap between HOMO and LUMO = 7.04 eV



Computed, not measured: C49H50AsBiN2S4Si2 as an isolated structure in a non-equilibrium geometry, with ωB97M-V with the def2-TZVPD basis set.

CARTESIAN COORDINATES (ANGSTROEM)
Bi  -19.82  -1.10  0.43
S  -19.01  -3.12  1.99
C  -20.33  -4.15  2.63
C  -20.14  -5.52  2.55
C  -20.99  -6.38  3.28
C  -22.00  -5.88  4.12
C  -22.16  -4.45  4.13
C  -21.37  -3.62  3.35
S  -21.82  -1.90  3.31
C  -20.51  -0.94  4.22
C  -20.32  0.34  3.45
C  -19.11  0.96  3.39
C  -19.02  2.03  2.55
C  -20.14  2.58  1.92
C  -21.34  1.88  2.05
C  -22.61  2.24  1.27
S  -22.85  0.84  0.04
C  -23.54  -0.54  0.88
C  -24.58  -0.45  1.78
C  -25.02  -1.62  2.44
C  -24.62  -2.89  2.05
C  -23.73  -2.98  1.01
C  -23.09  -1.82  0.49
S  -21.85  -2.07  -0.78
N  -21.40  0.75  2.80
H  -19.36  -5.87  1.86
H  -20.73  -7.44  3.17
H  -22.59  -6.60  4.73
H  -22.95  -3.94  4.70
H  -19.68  -1.66  4.34
H  -20.88  -0.70  5.26
H  -18.35  0.48  3.98
H  -18.08  2.58  2.25
H  -20.03  3.23  1.00
H  -22.48  3.08  0.61
H  -23.46  2.29  1.95
H  -25.02  0.44  2.14
H  -25.70  -1.49  3.27
H  -25.00  -3.78  2.50
H  -23.30  -3.98  0.79
C  -19.64  -2.91  -3.63
Si  -18.46  -3.24  -2.20
C  -16.94  -3.96  -3.01
C  -19.36  -4.72  -1.22
C  -18.15  -1.64  -1.17
C  -16.98  -1.66  -0.27
C  -15.67  -2.14  -0.59
C  -14.73  -2.19  0.36
C  -14.96  -1.56  1.62
C  -16.24  -1.02  1.84
N  -17.20  -1.08  0.93
Si  -17.87  -0.06  -2.26
C  -17.27  1.28  -1.16
C  -19.40  0.74  -3.01
C  -16.39  -0.17  -3.44
H  -19.89  -3.91  -4.05
H  -19.18  -2.24  -4.33
H  -20.62  -2.52  -3.35
H  -17.38  -4.79  -3.62
H  -16.29  -4.39  -2.17
H  -16.38  -3.37  -3.69
H  -19.50  -5.50  -2.03
H  -20.29  -4.31  -0.74
H  -18.74  -5.17  -0.43
H  -15.53  -2.49  -1.58
H  -13.75  -2.57  0.24
H  -14.24  -1.35  2.37
H  -16.40  -0.60  2.83
H  -17.00  2.12  -1.78
H  -16.38  0.90  -0.62
H  -18.02  1.66  -0.45
H  -20.22  0.61  -2.28
H  -19.87  0.26  -3.85
H  -19.23  1.80  -3.16
H  -15.44  -0.57  -3.12
H  -16.32  0.82  -3.85
H  -16.67  -0.75  -4.32
C  -26.92  1.37  10.48
C  -26.80  -0.01  10.39
C  -26.20  -0.61  9.26
C  -25.65  0.21  8.25
C  -25.70  1.63  8.39
C  -26.29  2.17  9.49
As  -24.77  -0.63  6.62
C  -23.07  0.34  6.80
C  -22.03  0.10  7.67
C  -20.93  0.89  7.64
C  -20.70  1.88  6.66
C  -21.75  2.20  5.84
C  -22.95  1.38  5.87
C  -24.14  1.64  5.05
C  -24.31  2.69  4.16
C  -25.54  2.89  3.54
C  -26.63  2.09  3.92
C  -26.42  1.02  4.73
C  -25.18  0.75  5.25
H  -27.41  1.76  11.40
H  -27.12  -0.68  11.14
H  -26.06  -1.68  9.17
H  -25.16  2.21  7.50
H  -26.32  3.28  9.67
H  -21.97  -0.72  8.34
H  -20.11  0.62  8.29
H  -19.78  2.49  6.79
H  -21.59  3.07  5.28
H  -23.51  3.43  3.89
H  -25.69  3.67  2.81
H  -27.62  2.26  3.57
H  -27.21  0.34  4.99

Summary:
Largest force on an atom = 3.25 eV/Å
HOMO level = -7.441 eV
Energy above the lowest of the compared OMol25 structures with the same formula, charge and spin = 42.1 kcal/mol
E = -180380.2076 eV
Gap between HOMO and LUMO = 7.67 eV



largest force on an atom of number 1 (C31H30FGeN2O4Sn)?
0.18 eV/Å



Among the records above, which one has the lowest largest force on an atom?
C31H30FGeN2O4Sn



Number 1 is which compound?
C31H30FGeN2O4Sn



Which value of energy above the lowest of the compared OMol25 structures with the same formula, charge and spin does entry 2 give?
42.1 kcal/mol